The following is a DFT calculation (ωB97M-V with the def2-TZVPD basis set) of a structure of composition C33H24AlGeN7O2S.

Structure (XYZ):
```
69
C33H24AlGeN7O2S (ωB97M-V with the def2-TZVPD basis set)
Al -0.84444 1.94951 0.30758
N 0.62726 -3.60259 5.57028
C 0.17686 -2.35359 5.13158
C 0.94546 -1.58449 4.25898
C 0.47386 -0.36719 3.79848
C -0.75324 0.09231 4.23698
C -1.53044 -0.66239 5.09368
C -1.07294 -1.88459 5.53828
S -1.35634 1.69391 3.69838
O -0.31474 2.66251 3.93888
O -2.59514 1.95811 4.39768
N -1.57064 1.56281 2.09798
C -2.15804 0.45331 1.63628
N -2.60794 -0.51199 2.39658
C -3.14454 -1.57939 1.76408
C -3.25204 -1.63879 0.38568
C -2.76084 -0.57669 -0.34522
N -2.17064 0.47911 0.26228
H 1.63036 -3.71169 5.53758
H 0.22326 -3.90879 6.44518
H 1.90806 -1.95599 3.93388
H 1.04446 0.22681 3.10118
H -2.49014 -0.26999 5.38388
H -1.68264 -2.49669 6.18908
H -3.48844 -2.37359 2.41358
H -3.72064 -2.47599 -0.10942
H -2.85134 -0.53229 -1.42102
N -2.11934 3.29461 -0.11312
C -2.46364 4.37011 -0.44872
C -2.88084 5.60381 -0.83982
C -4.01554 6.18811 -0.27672
N -4.95474 6.68541 0.17198
C -2.20284 6.31481 -1.83132
N -1.67634 6.91101 -2.66732
C 0.98236 1.58081 0.05368
Ge 1.19516 0.49931 -1.49402
C 3.18196 0.29921 -1.85422
C 4.04966 1.22321 -1.28512
C 5.42216 1.11041 -1.41242
C 5.96516 0.05501 -2.12702
C 5.11946 -0.87189 -2.71172
C 3.74706 -0.74829 -2.57182
C 0.71616 -1.38909 -0.97532
C 1.19736 -1.81109 0.26028
C 0.74236 -2.96369 0.86578
C -0.22804 -3.73179 0.24038
C -0.69714 -3.35029 -1.00252
C -0.22994 -2.19059 -1.60012
C 0.41276 0.63231 -3.36372
C 1.16576 0.64151 -4.52982
C 0.56276 0.75361 -5.77042
C -0.81334 0.86741 -5.86772
C -1.57764 0.89281 -4.71222
C -0.96254 0.78721 -3.48032
H 3.61496 2.03971 -0.72322
H 6.07716 1.83921 -0.94902
H 7.04076 -0.04809 -2.22332
H 5.54036 -1.70099 -3.27192
H 3.09556 -1.48479 -3.02892
H 1.93796 -1.19419 0.75358
H 1.12576 -3.26939 1.83188
H -0.61284 -4.62229 0.72408
H -1.43944 -3.96119 -1.50522
H -0.60044 -1.90989 -2.58092
H 2.24336 0.55061 -4.46602
H 1.16626 0.74691 -6.67212
H -1.28854 0.94081 -6.83912
H -2.65334 0.99841 -4.77822
H -1.55034 0.82981 -2.57012
```

Output
gap between HOMO and LUMO (spin up / spin down) = 4.01 / 4.01 eV
charge = -2



The following is a DFT calculation (ωB97M-V with the def2-TZVPD basis set) of the molecule C4H12N4.

Structure (XYZ):
```
20
C4H12N4 (ωB97M-V with the def2-TZVPD basis set)
C 0.56238 -1.23811 -0.20897
C 2.13397 0.63092 -0.00302
C -2.04377 1.32301 -1.07517
N 1.94314 -0.76889 -0.36098
C -1.26331 0.34472 -0.24150
N 0.31362 -1.59764 1.19129
N -1.61722 0.30085 1.07814
N -0.33889 -0.30779 -0.80907
H 2.22426 -0.88884 -1.32818
H 0.47392 -2.16477 -0.79602
H 0.72441 -2.50601 1.37268
H 0.80842 -0.93393 1.78441
H -1.27149 -0.50458 1.58576
H -2.52270 0.65578 1.33371
H 3.20514 0.84161 -0.03314
H 1.60585 1.32085 -0.67123
H 1.77571 0.80242 1.01391
H -3.08847 1.02074 -1.12719
H -1.99260 2.31395 -0.62765
H -1.63239 1.35571 -2.07777
```

Output
gap between HOMO and LUMO = 9.70 eV
ΔE to the lowest compared entry with this formula, charge and spin = 28.00 kJ/mol
SMILES = CN[C@@H](N)/N=C(/C)N



The following is a DFT calculation (ωB97M-V with the def2-TZVPD basis set) of a structure of composition C47H92Br2N4O29.

Structure (XYZ):
```
174
C47H92Br2N4O29 (ωB97M-V with the def2-TZVPD basis set)
C -6.60380 -4.17879 -28.83456
O -6.78327 -4.16892 -30.21923
C -7.08618 -5.34837 -30.86834
C -7.36861 -5.06668 -32.35310
N -6.12006 -4.66818 -32.97455
C -6.45077 -4.08006 -34.31087
C -5.21444 -3.36570 -34.88102
O -4.74637 -2.37319 -33.97446
C -4.04408 -1.31177 -34.60215
H -6.38758 -3.16765 -28.48968
H -5.69137 -4.74227 -28.63945
H -7.37049 -4.50626 -28.13240
H -8.00222 -5.77209 -30.45671
H -6.25294 -6.04914 -30.81614
H -8.14068 -4.29842 -32.39546
H -7.78069 -5.91022 -32.90693
H -5.57770 -3.98851 -32.46075
H -7.24947 -3.36679 -34.10735
H -6.88535 -4.82538 -34.97701
H -5.44132 -3.08229 -35.90879
H -4.37768 -4.06102 -34.94798
H -4.66411 -0.79664 -35.33585
H -3.20289 -1.70380 -35.17382
H -3.66306 -0.66211 -33.81419
C -8.71906 -2.82318 -45.58127
O -8.45768 -2.94873 -44.15847
C -8.59537 -1.68159 -43.45316
C -8.16780 -1.71037 -42.00200
N -9.17491 -2.63108 -41.34467
C -8.40939 -3.48090 -40.34255
C -9.45252 -4.32607 -39.64211
O -8.86697 -4.75985 -38.37645
C -9.75592 -5.29579 -37.45867
H -8.21834 -1.95494 -46.00966
H -9.73510 -2.45593 -45.72572
H -8.67319 -3.79304 -46.07663
H -9.59611 -1.27912 -43.61017
H -7.88592 -1.04598 -43.98305
H -8.21278 -0.68371 -41.63863
H -7.15610 -2.10354 -41.90205
H -9.86696 -3.09138 -41.91851
H -7.98183 -2.80553 -39.60149
H -7.61354 -4.04482 -40.82908
H -9.92671 -5.07789 -40.27298
H -10.32359 -3.74387 -39.34150
H -9.81869 -6.35965 -37.68756
H -10.68945 -4.74940 -37.59314
H -9.36477 -5.21210 -36.44471
C -1.72040 2.30521 -41.73869
O -2.48535 1.08105 -41.64443
C -1.83242 0.16962 -40.76245
C -2.70980 -1.14246 -40.55199
N -4.07141 -0.83038 -40.19038
C -4.87358 -2.09075 -40.14769
C -6.40643 -1.83640 -40.17566
O -6.79899 -1.50747 -38.87650
C -6.58598 -0.11759 -38.53733
H -2.30523 3.10828 -42.18718
H -0.77246 2.14663 -42.25283
H -1.41595 2.70323 -40.77070
H -1.65262 0.55567 -39.75909
H -0.93202 -0.23422 -41.22538
H -2.29878 -1.70083 -39.71092
H -2.72429 -1.76159 -41.44896
H -4.52793 -0.37476 -40.96761
H -4.54261 -2.59576 -39.24019
H -4.63807 -2.63441 -41.06262
H -6.91052 -2.75188 -40.48532
H -6.66244 -1.07252 -40.90985
H -5.59200 0.18997 -38.21249
H -7.22664 0.10345 -37.68365
H -6.91693 0.49281 -39.37756
C -3.74223 -10.79333 -41.67523
O -4.77808 -10.30561 -40.80789
C -4.97352 -11.03741 -39.60494
C -5.85651 -10.40783 -38.58914
N -5.20859 -9.17244 -38.12075
C -5.90834 -8.48757 -37.03574
C -6.93399 -7.56397 -37.75426
O -6.28299 -6.69884 -38.75846
C -7.15740 -5.86810 -39.40788
H -3.69414 -10.08448 -42.50187
H -3.94611 -11.82154 -41.97404
H -2.76807 -10.74567 -41.18855
H -3.96200 -11.18030 -39.22480
H -5.27354 -12.05377 -39.86006
H -6.00807 -11.11555 -37.77411
H -6.81070 -10.04533 -38.97152
H -5.22663 -8.52589 -38.89648
H -5.19585 -7.94535 -36.41407
H -6.40967 -9.22689 -36.41109
H -7.52137 -7.09717 -36.96358
H -7.70774 -8.21255 -38.16504
H -7.82723 -6.53957 -39.94505
H -6.76040 -5.27688 -40.23308
H -7.75161 -5.22281 -38.76088
Br -9.93273 -7.02743 -33.30426
C -8.16874 -7.90520 -33.36299
C -7.75076 -8.03563 -34.83942
Br -6.00532 -8.98357 -34.87063
H -8.24424 -8.88226 -32.88574
H -7.47241 -7.24029 -32.85200
H -7.61590 -7.03851 -35.25857
H -8.45708 -8.56537 -35.47864
C -2.79454 -5.10996 -37.37748
C -2.97816 -4.87564 -35.86345
O -3.51512 -3.61682 -35.74988
C -3.10026 -2.91205 -36.78280
O -2.98213 -1.72323 -36.81714
O -2.76199 -3.73352 -37.80478
H -3.55774 -5.73598 -37.83978
H -1.87879 -5.70084 -37.35824
H -2.07973 -5.01584 -35.26237
H -3.87595 -5.42536 -35.58085
C -5.35050 -3.95366 -38.21614
C -6.78712 -3.44528 -38.13956
O -7.26316 -4.21593 -37.03540
C -6.40917 -5.26400 -36.70152
O -6.60462 -6.18842 -35.90818
O -5.29873 -5.09143 -37.41481
H -4.61460 -3.23258 -37.86034
H -5.13923 -4.12590 -39.27151
H -7.46068 -3.58849 -38.98449
H -6.77713 -2.39845 -37.83596
C -5.17556 -6.29078 -34.26456
C -4.96927 -7.24270 -33.07354
O -3.70056 -7.86751 -33.45149
C -3.66303 -7.89138 -34.81514
O -2.95404 -8.64364 -35.44135
O -4.50788 -7.02289 -35.29280
H -4.73522 -5.29640 -34.19088
H -6.22777 -6.26202 -34.54761
H -5.80888 -7.93530 -33.01460
H -4.92769 -6.57235 -32.21504
C -6.21073 -3.54184 -43.36118
C -5.30570 -4.79513 -43.46265
O -5.36011 -5.32045 -42.17115
C -5.72186 -4.28620 -41.33402
O -5.88030 -4.44273 -40.10272
O -6.10432 -3.22164 -41.97193
H -7.20694 -3.79113 -43.72659
H -5.80968 -2.76383 -44.01077
H -4.32252 -4.55241 -43.86581
H -5.81816 -5.45313 -44.16445
C -3.34160 -6.78748 -40.82717
C -4.16129 -6.34083 -39.65635
O -3.69616 -7.23486 -38.59929
C -2.91011 -8.17333 -39.09951
O -2.39777 -9.03184 -38.42238
O -2.77084 -8.01894 -40.42834
H -2.67167 -5.95041 -41.02365
H -4.05503 -7.01689 -41.61868
H -5.22279 -6.47111 -39.86686
H -3.99130 -5.27414 -39.51015
C -9.67866 -2.02293 -37.95397
C -8.26652 -1.46174 -37.58730
O -8.05892 -2.00630 -36.31639
C -9.17083 -2.28242 -35.78136
O -9.29575 -2.51627 -34.59740
O -10.15282 -2.34199 -36.65600
H -9.59697 -2.93519 -38.54492
H -10.38257 -1.33305 -38.41944
H -8.24247 -0.37200 -37.58877
H -7.57749 -1.93759 -38.28509
C -10.20397 -4.98352 -35.78063
C -8.76330 -5.09989 -35.42727
O -8.76303 -4.39509 -34.19425
C -10.00631 -4.34810 -33.65000
O -10.22915 -3.95177 -32.52696
O -10.86302 -4.80585 -34.52221
H -10.54603 -5.94595 -36.16119
H -10.38452 -4.11513 -36.41418
H -8.14597 -4.54921 -36.13702
H -8.46304 -6.13769 -35.28266
```

Output
gap between HOMO and LUMO = 6.32 eV



The following is a DFT calculation (ωB97M-V with the def2-TZVPD basis set) of a structure of composition C29H28FeN6.

Structure (XYZ):
```
64
C29H28FeN6 (ωB97M-V with the def2-TZVPD basis set)
Fe 0.10984 0.02157 -0.07173
C 0.70811 -1.65915 -2.42066
C 1.51882 -0.45936 -2.91486
C 0.92084 0.93047 -2.82034
C 0.58384 1.61169 -3.98403
C 0.28724 2.96343 -3.92841
C 0.34973 3.61112 -2.70635
C 0.61985 2.85531 -1.58234
N 0.86983 1.54308 -1.61694
N 0.83129 -1.90392 -0.95390
C 2.23309 -2.22574 -0.60650
C 2.97440 -1.08900 0.05879
C 4.33608 -1.18696 0.31530
C 4.97403 -0.13501 0.94510
C 4.23517 0.98839 1.29901
C 2.88947 1.00416 1.00494
N 2.26676 -0.01643 0.39962
C -0.05345 -3.01573 -0.58407
C -1.49757 -2.59678 -0.52440
C -2.49640 -3.55723 -0.56504
C -3.81609 -3.15996 -0.45887
C -4.09075 -1.80691 -0.32323
C -3.03784 -0.91727 -0.29304
N -1.75196 -1.29181 -0.38728
H 1.05907 -2.55496 -2.94579
H -0.34970 -1.54052 -2.66113
H 1.74745 -0.64283 -3.96403
H 2.48425 -0.43112 -2.40611
H 0.60329 1.09331 -4.93325
H 0.04556 3.50933 -4.83072
H 0.18331 4.67545 -2.62032
H 0.63073 3.31435 -0.60052
H 2.78137 -2.54294 -1.49847
H 2.24624 -3.08320 0.06836
H 4.88152 -2.07439 0.02104
H 6.03375 -0.18510 1.15614
H 4.69582 1.83391 1.78915
H 2.27296 1.85885 1.25945
H 0.23671 -3.37858 0.40422
H 0.06067 -3.85478 -1.28000
H -2.23358 -4.60033 -0.68209
H -4.61531 -3.88818 -0.48789
H -5.10486 -1.44191 -0.24719
H -3.23168 0.14039 -0.19306
C 0.50485 -1.04735 4.25742
C -0.35678 -0.16250 4.88479
C -1.09003 0.72549 4.11490
C -0.94839 0.70049 2.73496
N -0.10127 -0.14418 2.13203
C 0.60624 -0.99186 2.88032
C -1.71924 1.59922 1.82734
C -2.77327 2.38346 2.27565
C -3.46972 3.16581 1.36939
C -3.10335 3.13453 0.03296
C -2.04394 2.32683 -0.33433
N -1.35759 1.58096 0.53629
H 1.09434 -1.75711 4.81965
H -0.45458 -0.15808 5.96195
H -1.75300 1.43068 4.59267
H 1.28972 -1.64397 2.34997
H -3.06045 2.38016 3.31605
H -4.29207 3.78442 1.70272
H -3.62619 3.71738 -0.71177
H -1.73713 2.26093 -1.37148
```

Output
gap between HOMO and LUMO (spin up / spin down) = 9.10 / 8.45 eV
ΔE to the lowest compared entry with this formula, charge and spin = 0.00 kJ/mol
charge = +2
multiplicity = 5



Number 1: maximum force 2.810 eV/Å. Number 2: maximum force 0.594 eV/Å. Number 3: maximum force 17.849 eV/Å. Number 4: maximum force 0.718 eV/Å.